Here is one molecule with the formula C23H32N2O3 at a distorted geometry from the Open Molecules 2025 dataset. Energies are from wB97M-V/def2-TZVPD.

Geometry as ORCA input:
```
! wB97M-V def2-TZVPD RIJCOSX def2/J DEFGRID3
* xyz 0 1
C 7.842 2.097 -0.707
C 6.364 1.770 -0.539
C 6.154 0.539 0.352
C 4.689 0.242 0.506
C 3.952 0.904 1.498
C 2.597 0.711 1.662
C 1.978 -0.176 0.795
O 0.674 -0.527 0.766
C 0.533 -1.431 -0.261
C -0.798 -1.952 -0.631
O -1.033 -2.260 -1.793
N -1.740 -2.084 0.331
C -1.606 -1.838 1.743
C -2.206 -0.475 2.084
C -3.581 -0.259 1.399
N -3.644 0.874 0.487
C -3.590 2.161 1.161
C -4.092 3.260 0.227
C -3.271 3.280 -1.059
C -3.245 1.877 -1.679
O -4.515 1.485 -2.140
C -2.730 0.869 -0.643
C -4.113 -1.552 0.747
C -3.101 -2.379 -0.064
C 1.724 -1.657 -0.897
C 1.996 -2.556 -2.046
C 2.691 -0.854 -0.210
C 4.060 -0.638 -0.352
H 7.969 2.971 -1.342
H 8.369 1.262 -1.163
H 8.300 2.305 0.257
H 5.915 1.582 -1.516
H 5.846 2.624 -0.096
H 6.662 -0.316 -0.096
H 6.601 0.727 1.330
H 4.469 1.587 2.157
H 2.038 1.222 2.430
H -0.561 -1.883 2.045
H -2.147 -2.633 2.269
H -1.513 0.296 1.747
H -2.301 -0.384 3.167
H -4.313 -0.008 2.179
H -4.227 2.119 2.049
H -2.565 2.408 1.490
H -4.028 4.225 0.733
H -5.141 3.075 -0.014
H -3.701 3.985 -1.772
H -2.246 3.589 -0.844
H -2.592 1.870 -2.558
H -5.018 1.230 -1.355
H -2.724 -0.114 -1.105
H -1.697 1.133 -0.361
H -4.503 -2.173 1.556
H -4.953 -1.286 0.106
H -3.181 -2.188 -1.137
H -3.300 -3.447 0.090
H 2.486 -1.998 -2.843
H 2.661 -3.365 -1.742
H 1.066 -2.969 -2.424
H 4.615 -1.153 -1.121
*
```

Structure (SMILES) = CCCc1ccc2oc(C(=O)N3CCC(N4CCC[C@H](O)C4)CC3)c(C)c2c1
Relative energy (zero: lowest compared OMol25 entry of this formula, charge and spin) = 42.32 kcal per mole
E_tot = -33493.79545 eV
Orbital gap = 8.962 eV